Here is a 2-piece molecular cluster, C4H13NO overall at a distorted geometry from the OMol25 dataset. Energies are from ωB97M-V with the def2-TZVPD basis set.

```
19
Properties=species:S:1:pos:R:3:forces:R:3:mulliken_charge:R:1
C 1.356901 1.005578 1.242938 -0.2971 0.2257 -0.4783 -0.79
N 1.331021 -0.149499 0.373795 0.2690 -0.7982 0.0966 -0.33
C 0.945477 -0.219881 -1.047506 0.3226 0.0923 0.8092 0.89
C 0.480947 1.098234 -1.661588 -0.4538 -0.0248 -0.9689 -1.47
C 2.069422 -0.895778 -1.812143 0.9234 0.2650 -0.3096 -1.61
H 0.943403 1.870170 0.719200 0.3030 0.1183 0.0384 0.28
H 0.735558 0.908278 2.138637 -0.0178 -0.3141 0.0148 0.24
H 2.377177 1.205484 1.572883 -0.0079 0.3170 -0.0194 0.24
H 2.135825 -0.744812 0.498784 -0.1046 0.1581 0.2597 0.23
H 0.115727 -0.931855 -1.085594 -0.3329 0.2657 -0.2882 0.06
H 0.617966 1.048057 -2.749937 -0.3890 -0.3094 0.0919 0.33
H -0.584477 1.216186 -1.457388 0.0257 0.2073 -0.0889 0.36
H 0.956936 2.056227 -1.459660 0.4498 -0.2942 0.7769 0.41
H 1.890192 -0.921642 -2.885953 -0.2145 -0.1063 -0.0376 0.39
H 3.018823 -0.362871 -1.678823 -0.1272 0.1856 0.0061 0.38
H 2.282119 -1.916500 -1.482028 -0.3533 0.0111 0.0992 0.39
O -5.351637 -0.761793 2.447238 -1.1771 0.1050 0.1837 -0.63
H -5.591718 -1.496371 3.014032 -0.2708 -0.1037 0.1317 0.32
H -4.429820 -0.883943 2.331322 1.4525 -0.0007 -0.3171 0.31
```
Forces are in eV/Å.

Summary:
**Energy above the lowest of the compared OMol25 structures with the same formula, charge and spin**: 105.3 kJ/mol
**HOMO**: -0.2993 Eh
**LUMO**: 0.860 eV
**SMILES string**: CNC(C)C.O
**Net charge**: 0
**2S+1**: 1
**Total energy**: -7895.5698 eV
**HOMO-LUMO gap**: 0.3309 Eh


Here is C18H40LiN6O12 as an isolated structure at a distorted geometry from the OMol25 dataset. Energies are from ωB97M-V with the def2-TZVPD basis set.

```
77
Properties=species:S:1:pos:R:3:forces:R:3:lowdin_spin:R:1
Li -1.751797 -0.657299 -0.640947 -0.2085 -0.3153 0.1224 0.01
C -5.180787 1.797301 6.487783 0.4732 0.9468 0.7375 0.02
C -3.889347 1.334101 5.800953 -1.3145 -0.0833 -1.0469 0.01
C -3.540267 2.211681 4.592693 1.1704 0.7072 -0.8189 0.03
C -2.051527 2.065301 4.196853 -0.3711 -0.5810 -0.4785 0.04
N -1.594147 2.843231 2.970223 -0.0419 0.9121 0.3059 0.00
C -1.744387 4.393821 3.127443 0.5638 -0.0947 0.3059 0.19
C -0.663927 5.041771 2.218863 0.3314 -1.0312 0.5109 0.09
C 0.454553 3.974931 2.233003 0.3463 0.3630 -0.9007 0.05
C -0.095207 2.700971 2.837233 0.4541 -0.0492 -0.3592 0.03
C -2.306887 2.398541 1.696803 0.2468 1.0508 1.1594 0.01
H -5.375407 1.219011 7.391003 -0.1785 -0.2574 -0.1108 0.00
H -6.062787 1.816971 5.847643 0.1556 -0.5117 -0.2361 0.00
H -5.114687 2.829521 6.831643 0.2685 0.2164 0.0828 0.02
H -4.193907 0.349531 5.446043 0.7293 -0.2997 -0.2130 0.00
H -3.018127 1.229201 6.447543 -0.2213 0.1269 0.2636 0.01
H -3.720147 3.271891 4.770723 0.0353 0.1632 0.5575 0.03
H -4.115097 2.031561 3.684273 -0.3708 -0.6475 0.2838 0.00
H -1.849317 1.031441 3.916943 -0.0697 -0.1886 0.0004 0.00
H -1.364867 2.279211 5.015903 -0.1087 0.4932 -0.0066 0.05
H -2.766407 4.767531 3.064833 -0.1207 -0.4639 -0.6873 0.05
H -1.523857 4.554091 4.182793 0.5150 0.1532 0.2245 0.13
H -0.957137 5.282931 1.197113 -0.3874 -0.2553 0.1344 0.00
H -0.190877 5.937271 2.621843 -0.6768 0.3026 0.4376 0.07
H 0.874263 3.845871 1.235363 -0.3028 -0.3055 -0.1330 0.00
H 1.314533 4.275101 2.831693 -0.1201 0.2859 0.2472 0.04
H 0.178693 1.830661 2.240883 -0.4125 -0.1964 0.1236 0.00
H 0.377533 2.641121 3.817553 -0.6019 -0.4217 0.2804 0.04
H -3.340107 2.703031 1.863633 -0.0004 -0.2717 -0.3584 0.00
H -2.223387 1.321721 1.549893 0.1337 0.1492 -0.1393 0.00
H -1.857827 3.058941 0.954963 -0.1509 -0.6012 -0.5116 0.00
C 3.638693 -5.046999 -6.669007 0.2262 0.0373 0.0165 0.00
C 4.149103 -3.911479 -5.772857 0.4095 -0.3843 -0.6792 0.01
C 3.258063 -3.603519 -4.590877 0.9722 0.5725 0.7529 0.00
C 4.060123 -2.629689 -3.642907 -1.5864 -0.3119 0.7811 0.01
N 3.164873 -1.979209 -2.570507 -1.3691 0.7548 -0.7853 0.00
C 3.790133 -0.747589 -1.854207 -0.0086 -0.8440 0.1511 0.01
C 2.660153 0.266411 -1.602137 0.8141 0.3818 -0.1736 0.00
C 1.468783 -0.240989 -2.360347 -0.8961 -0.9157 0.2033 0.00
C 1.964733 -1.339219 -3.304337 -0.1535 0.7854 0.5970 0.00
C 2.603993 -2.953509 -1.525437 0.2223 0.5294 0.0079 0.00
H 2.562353 -4.948299 -6.809937 0.0301 -0.1615 -0.2202 0.00
H 3.871903 -6.041209 -6.287857 -0.2938 0.0385 0.5019 0.00
H 4.161313 -5.055809 -7.625497 -0.2166 0.3508 -0.2069 0.00
H 4.321763 -3.028989 -6.388877 -0.1695 0.2146 0.0027 0.00
H 5.140323 -4.192609 -5.417097 0.1649 -0.0115 0.1687 0.00
H 3.023373 -4.564349 -4.132817 -0.1467 0.2057 0.4325 0.00
H 2.327423 -3.119469 -4.887027 0.1424 -0.2271 -0.1482 0.00
H 4.423863 -1.789159 -4.233927 0.1801 -0.0920 0.0439 0.00
H 4.866583 -3.120969 -3.098517 0.0848 -0.0633 -0.2392 0.00
H 4.260383 -1.181339 -0.971687 -0.0229 0.3461 0.1011 0.00
H 4.568163 -0.316509 -2.484237 -0.0469 -0.2823 -0.2270 0.00
H 2.420413 0.445571 -0.554027 0.1070 -0.2601 -0.0920 0.00
H 2.903303 1.223711 -2.063167 0.4843 0.0584 0.3003 0.00
H 0.776383 -0.657109 -1.628547 -0.3541 0.1114 -0.3102 0.00
H 1.019533 0.589791 -2.904477 -0.3448 -0.4045 0.0612 0.00
H 1.217393 -2.083579 -3.579127 0.0737 -0.0047 0.3992 0.00
H 2.301053 -0.839489 -4.212787 0.5284 -0.3170 -0.1426 0.00
H 3.341843 -3.041719 -0.728007 0.3287 -0.6788 -0.4322 0.00
H 2.224403 -3.849549 -2.016477 0.4285 -0.0327 0.1363 0.00
H 1.755263 -2.560539 -0.965667 -0.2308 0.6131 -0.5016 0.00
N 0.402553 -1.411839 1.642213 -2.8886 0.5934 0.7528 0.00
O 0.323673 -1.618279 2.847363 -0.6389 -0.6506 1.1198 0.00
O -0.610117 -1.380529 0.906823 -0.9713 -0.2668 0.0071 0.00
O 1.451433 -1.129589 1.160793 4.5804 0.6724 -2.2013 0.00
N -1.248687 -3.585919 -2.117347 -2.2816 -0.4415 -0.7475 0.00
O -1.982647 -4.169979 -2.901537 -0.5271 -1.7600 -1.7026 0.00
O -0.292077 -4.106039 -1.617057 3.5847 -1.8952 1.1099 0.00
O -1.573767 -2.474259 -1.802267 -0.4350 4.4543 1.1085 0.00
N -0.756957 2.255491 -1.621667 -0.8280 -1.2558 2.4975 0.00
O -1.371067 1.153161 -1.502737 0.0164 -0.1668 -0.7720 0.00
O -1.296007 3.216701 -2.105587 -1.0273 1.3708 -1.7167 0.00
O 0.319413 2.384471 -1.038457 1.8850 -0.1571 0.1853 0.00
N -4.550887 -0.793369 0.665813 -2.8584 -1.3780 -0.8612 0.00
O -4.374277 -0.556449 1.829063 1.6466 1.2481 3.0468 0.00
O -5.595447 -1.352539 0.338973 -1.7735 -0.9840 -0.3961 0.00
O -3.798187 -0.494619 -0.235167 3.3937 1.3132 -1.7073 0.00
```
Forces are in eV/Å.

Summary:
**HOMO (spin up / spin down)**: 0.0773 / -0.0998 Eh
**LUMO (spin up / spin down)**: 3.180 / 3.101 eV
**Net charge**: -2
**2S+1**: 2
**Total energy**: -53015.9577 eV
**HOMO-LUMO gap (spin up / spin down)**: 0.0396 / 0.2138 Eh


Here is an isolated ion of composition C5H10N and charge +1 at a distorted geometry from the OMol25 dataset. Energies are from ωB97M-V with the def2-TZVPD basis set.

```
16
Properties=species:S:1:pos:R:3:forces:R:3:mulliken_charge:R:1
C -0.589874 1.761931 -0.702129 -1.6804 1.2842 2.2608 -1.16
C -0.183230 0.506240 0.022598 1.3346 -1.5628 -2.2531 0.47
C -0.987942 -0.565726 0.613567 -2.1486 -1.3951 0.8916 -0.54
C -0.010176 -1.694889 0.217332 1.0226 -0.7580 0.4547 -0.80
C 1.022626 -0.834052 -0.514832 -4.9147 2.2300 3.5488 -0.31
N 1.220266 0.246792 0.435271 0.3821 2.1030 -1.7613 -0.09
H -1.323355 1.596569 -1.534539 0.8798 -0.0880 0.8343 0.31
H 0.306592 2.233390 -1.029896 0.5178 0.6405 -0.7214 0.39
H -1.115823 2.577422 0.061557 1.2816 -2.2101 -1.7530 0.30
H -2.066575 -0.724807 0.213362 2.1020 0.4423 0.1578 0.31
H -1.177813 -0.394055 1.695795 0.3464 -0.2366 -0.3735 0.29
H 0.363024 -2.455024 0.931011 0.2912 1.0160 0.5290 0.34
H -0.396414 -2.397845 -0.440536 -1.4189 -0.7637 -1.7405 0.35
H 1.663988 -0.862158 -1.302229 1.5210 -0.5191 -2.1567 0.49
H 1.522463 0.003607 1.356941 0.1056 0.1852 1.1719 0.29
H 1.752245 1.002605 -0.023273 0.3778 -0.3679 0.9106 0.36
```
Forces are in eV/Å.

Summary:
**Energy above the lowest of the compared OMol25 structures with the same formula, charge and spin**: 291.0 kJ/mol
**HOMO**: -0.5077 Eh
**LUMO**: -3.537 eV
**SMILES string**: C[C@@]12CC[C@@H]1[NH2+]2
**Net charge**: +1
**2S+1**: 1
**Total energy**: -6827.1856 eV
**HOMO-LUMO gap**: 0.3777 Eh


Here is a 8-piece molecular cluster, C4H25N2O7 overall at a distorted geometry from the OMol25 dataset. Energies are from ωB97M-V with the def2-TZVPD basis set.

```
38
Properties=species:S:1:pos:R:3:forces:R:3:lowdin_spin:R:1
C 1.265521 3.445061 1.134755 1.0498 1.0483 0.9512 0.00
C 1.533214 2.612854 2.387266 1.8941 -0.4692 0.4877 0.00
C 0.308239 1.799008 2.811628 1.0486 -1.2083 0.7916 0.02
N 0.110520 0.844723 1.731650 -0.3009 -0.1295 0.5272 0.18
C -1.131092 0.582117 1.223058 -1.2700 1.8519 2.0477 0.50
N -1.250171 -0.122357 0.070569 -0.5302 -1.4520 -2.8332 0.17
H 2.054664 3.339413 0.401601 0.1147 -0.4744 -0.2848 0.00
H 0.351360 3.058338 0.734232 -0.7228 0.6119 -0.5754 0.00
H 1.361665 4.528536 1.382696 -1.0191 -0.5976 -0.2705 0.00
H 2.542884 2.074956 2.170626 -2.2146 -0.1193 0.6426 0.00
H 1.806726 3.162507 3.265977 0.1628 1.0868 0.3721 0.00
H 0.341893 1.365887 3.866365 1.2743 -0.6137 -1.0643 0.01
H -0.538734 2.400869 3.194280 -0.2634 0.4660 -2.0526 0.00
H 0.900338 0.471667 1.222749 0.2460 0.4589 0.3720 0.01
H -1.949106 0.891694 1.875083 0.1719 -0.4533 -0.8456 0.04
H -2.135263 -0.100596 -0.491403 1.2490 0.2020 1.2249 0.01
H -0.440204 -0.063684 -0.566873 -0.5020 -0.0142 0.5077 0.01
H -0.519803 -4.789074 -0.867134 -0.0615 -0.0462 0.1770 0.00
H 0.324693 -3.535918 -0.682142 0.0846 0.0752 0.4413 0.00
O 0.339192 -4.412989 -1.076877 0.2935 -0.0530 -0.1906 0.00
H 1.480980 -0.830977 -2.126117 0.3366 -0.2000 0.2225 0.00
H 2.279967 -1.148584 -0.753310 -0.1659 -0.3441 -0.5297 0.00
O 1.649540 -0.581687 -1.193971 -0.3285 0.4916 0.3540 0.01
H -3.388215 -1.104105 2.580781 -0.6312 1.4046 -0.5352 0.00
H -4.451599 -0.200520 1.813997 -0.0978 -0.3748 -0.0200 0.00
O -3.697633 -0.175821 2.405674 0.2484 -1.1409 0.6784 0.01
H -2.226972 -3.127097 -2.610969 0.3269 -0.7035 -0.2193 0.00
H -0.685725 -3.204530 -2.107456 -0.3093 -0.5386 -0.7305 0.00
O -1.529861 -2.740580 -2.085753 -0.5185 1.4098 0.3291 0.00
H -2.203872 0.619854 -3.714780 -0.4132 -0.4335 0.9654 0.00
H -2.019097 -1.039710 -3.705893 -0.5311 -0.2098 1.4365 0.00
O -1.922707 -0.195621 -4.117135 1.2321 0.5773 -2.2117 0.00
H 1.488920 -0.649801 -4.385774 0.4834 -0.2030 0.0948 0.00
H 0.086931 -0.549497 -3.897340 0.6031 -0.7077 0.6992 0.00
O 0.952846 -0.993418 -3.663102 -1.3667 0.8438 -1.2856 0.00
H 3.305662 -0.618504 0.576884 0.1895 0.8559 0.1584 0.00
H 2.683278 -0.890563 1.875928 -0.0906 0.7753 0.2171 0.00
O 2.921019 -0.121849 1.320229 0.3279 -1.6726 -0.0492 0.00
```
Forces are in eV/Å.

Summary:
**Energy above the lowest of the compared OMol25 structures with the same formula, charge and spin**: 0.0 kJ/mol
**HOMO (spin up / spin down)**: -0.1288 / -0.2898 Eh
**LUMO (spin up / spin down)**: 0.188 / 0.155 eV
**Net charge**: 0
**2S+1**: 2
**Total energy**: -21862.8703 eV
**HOMO-LUMO gap (spin up / spin down)**: 0.1358 / 0.2955 Eh